Formula: C17H18BrN3O4S
Source: the OMol25 dataset
Level of theory: ωB97M-V with the def2-TZVPD basis set

The geometry in XYZ format:
```
44
Properties=species:S:1:pos:R:3:forces:R:3
C -5.70150 -2.86369 0.47123 0.0 0.0 -0.1
C -4.41778 -2.19042 0.09932 0.1 0.0 0.0
C -4.38619 -0.81765 -0.13308 0.1 -0.1 0.0
C -3.20971 -0.18835 -0.49915 -0.2 0.1 0.0
C -2.06066 -0.94571 -0.63325 0.6 0.3 -0.2
S -0.54255 -0.10123 -1.01495 0.4 -0.1 0.2
O -0.83325 1.05695 -1.80893 -0.6 -0.1 0.2
O 0.44524 -1.01220 -1.52242 -0.3 -0.4 0.2
N 0.04853 0.43719 0.45222 -0.5 -0.3 -1.0
C 0.47355 -0.60843 1.34993 0.1 -0.4 0.1
C -0.66866 1.52733 1.07217 -0.2 0.4 -0.1
C -0.87993 2.70457 0.11450 -0.5 -0.3 0.8
O -1.96809 3.15789 -0.11600 0.1 0.1 0.0
O 0.21104 3.26563 -0.38704 0.7 0.5 -1.3
N 1.45474 2.72685 0.05299 0.3 0.1 1.4
C 2.10792 2.06800 -0.83262 -0.3 0.5 -0.4
N 1.78827 1.92207 -2.13055 -0.2 0.0 -0.3
C 3.34490 1.42558 -0.34210 0.3 -0.1 0.1
C 4.27617 2.12536 0.41591 -0.1 0.0 -0.1
C 5.40701 1.48221 0.88836 -0.1 0.0 0.0
C 5.60986 0.13705 0.62910 -0.1 -0.1 0.0
C 4.66212 -0.55280 -0.10841 0.1 -0.2 0.0
Br 4.90693 -2.41212 -0.43336 0.0 0.2 0.0
C 3.53427 0.07271 -0.60707 0.0 0.0 0.0
C -2.06259 -2.30809 -0.40732 0.1 -0.2 0.0
C -3.24593 -2.92743 -0.04478 0.0 0.1 0.0
H -5.51609 -3.80149 0.98839 0.0 -0.1 0.0
H -6.30707 -2.22027 1.10488 -0.1 0.0 0.1
H -6.27607 -3.08140 -0.42921 -0.1 0.0 0.0
H -5.29081 -0.23789 -0.02693 -0.1 0.1 0.0
H -3.17012 0.87248 -0.69396 -0.1 0.2 0.0
H -0.36317 -1.03216 1.91855 0.0 0.0 0.0
H 0.93212 -1.38609 0.74473 0.1 -0.1 0.2
H 1.21442 -0.20679 2.04166 0.0 0.0 0.0
H -0.05673 1.89817 1.90211 0.0 -0.1 -0.1
H -1.65276 1.21509 1.45143 0.1 0.1 0.0
H 2.25700 1.21104 -2.66639 0.0 0.1 0.1
H 0.82826 2.11142 -2.39116 0.2 0.0 0.0
H 4.10253 3.16833 0.62406 0.0 0.1 0.0
H 6.13704 2.02635 1.46787 0.1 0.1 0.0
H 6.48581 -0.37270 0.99972 0.1 0.0 0.0
H 2.78970 -0.48780 -1.15512 0.0 -0.1 0.0
H -1.14709 -2.86426 -0.53343 0.1 -0.1 0.0
H -3.26067 -3.99334 0.12811 0.0 -0.1 0.0
```
Forces are in eV/Å.

## Properties
* HOMO energy: -9.0 eV
* SMILES string: Cc1ccc(S(=O)(=O)N(C)CC(=O)O/N=C(\N)c2cccc(Br)c2)cc1
* net charge: 0
* 2S+1: 1

Formally, the Mulliken partial charges of the atoms, in units of the elementary charge, are as follows: C -1.46; C 1.02; C -0.82; C -0.65; C -0.04; S 1.68; O -0.82; O -0.76; N 0.61; C -1.21; C -0.93; C 0.67; O -0.62; O -0.25; N -0.50; C 0.49; N -0.36; C 0.45; C -0.39; C -0.62; C -0.39; C -0.38; Br -0.19; C -0.27; C -0.54; C -0.83; H 0.37; H 0.38; H 0.29; H 0.41; H 0.48; H 0.32; H 0.41; H 0.37; H 0.53; H 0.32; H 0.27; H 0.35; H 0.45; H 0.38; H 0.42; H 0.46; H 0.50; H 0.38